(1)
{
  "formula": "C17H12F2InN5S2",
  "method": "ωB97M-V/def2-TZVPD",
  "total_energy_ev": -57533.629,
  "charge": 2,
  "symbols": ["In", "F", "C", "C", "C", "C", "C", "F", "C", "C", "C", "C", "C", "C", "N", "H", "H", "H", "H", "H", "H", "N", "C", "N", "C", "C", "S", "C", "C", "S", "C", "N", "N", "H", "H", "H", "H", "H", "H"],
  "positions_angstrom": [[0.213, 0.250, 0.559], [-3.537, -1.332, -3.711], [-2.328, -0.932, -3.488], [-2.086, -0.053, -2.419], [-0.813, 0.131, -1.973], [0.338, -0.491, -2.763], [-0.054, -1.110, -4.071], [0.889, -1.253, -4.983], [-1.322, -1.404, -4.376], [2.379, -0.525, -1.902], [3.559, -1.293, -2.535], [4.602, -1.677, -1.529], [4.620, -1.161, -0.306], [3.637, -0.141, 0.039], [2.643, 0.216, -0.685], [-2.937, 0.321, -1.858], [-1.582, -1.897, -5.305], [4.030, -0.682, -3.311], [5.349, -2.386, -1.866], [5.379, -1.427, 0.416], [3.741, 0.386, 0.985], [-1.815, -2.279, 2.240], [-1.222, -2.868, 1.184], [-0.404, -2.269, 0.349], [0.067, -3.166, -0.603], [-0.403, -4.426, -0.488], [-1.487, -4.547, 0.837], [1.040, -2.686, -1.601], [1.864, -3.452, -2.319], [3.028, -2.806, -3.443], [1.586, 0.354, -2.847], [1.106, -1.278, -1.728], [1.836, 1.470, -3.394], [-1.695, -1.299, 2.422], [-2.414, -2.801, 2.855], [-0.197, -5.285, -1.106], [1.875, -4.529, -2.218], [2.738, 1.926, -3.265], [1.148, 1.959, -3.961]],
  "atomic_forces_ev_per_a": [[-0.39, 0.03, -0.03], [0.02, -0.01, -0.06], [0.05, 0.26, 0.33], [-0.19, -0.26, -0.04], [0.46, 0.36, 0.35], [-0.27, -0.02, -0.02], [0.09, -0.07, -0.05], [0.06, -0.01, 0.04], [0.03, -0.11, -0.10], [-0.03, -0.24, -0.26], [0.00, -0.16, 0.06], [-0.02, 0.02, -0.12], [-0.04, 0.13, 0.10], [0.21, -0.05, 0.05], [-0.01, -0.06, -0.13], [-0.01, -0.04, -0.08], [-0.06, 0.02, 0.03], [0.03, 0.02, 0.01], [-0.02, -0.01, 0.02], [-0.03, 0.02, 0.01], [0.02, -0.02, 0.02], [-0.01, -0.06, -0.15], [-0.02, -0.12, 0.04], [0.00, 0.14, -0.02], [0.04, 0.05, 0.02], [-0.05, -0.09, -0.19], [0.00, 0.02, 0.13], [-0.15, -0.13, 0.16], [0.04, -0.07, 0.13], [0.06, 0.20, -0.07], [-0.20, 0.14, 0.12], [0.29, -0.06, -0.25], [0.08, 0.05, -0.11], [0.04, 0.02, 0.03], [-0.01, 0.02, 0.01], [0.00, 0.03, 0.01], [0.00, 0.00, 0.04], [-0.01, 0.01, -0.02], [0.00, 0.04, 0.01]]
}

=====

(2)
{
  "formula": "C3H7NOS",
  "method": "ωB97M-V/def2-TZVPD",
  "de_lowest_kj_mol": 55.6,
  "charge": 0,
  "smiles": "CCOC(N)=S",
  "symbols": ["C", "C", "C", "H", "H", "H", "H", "H", "H", "H", "N", "O", "S"],
  "positions_angstrom": [[-2.803, 0.027, 0.072], [-1.443, -0.609, 0.039], [0.738, 0.379, -0.019], [-2.785, 0.713, 0.883], [-3.120, 0.568, -0.802], [-3.608, -0.676, 0.177], [-1.246, -1.017, 1.019], [-1.346, -1.402, -0.734], [2.288, 1.569, 0.202], [0.789, 2.401, -0.150], [1.290, 1.596, 0.107], [-0.579, 0.503, -0.243], [1.605, -1.008, 0.003]],
  "atomic_forces_ev_per_a": [[-0.40, -0.31, -0.39], [-0.52, -0.18, -1.18], [-0.54, 0.32, -0.51], [-0.38, 0.63, 0.81], [0.53, 0.35, -0.67], [-0.21, -0.66, 0.57], [0.46, -0.20, 0.14], [0.15, 0.52, 0.48], [0.07, 0.46, -0.13], [-0.54, 1.02, -0.19], [0.84, -1.25, 0.39], [0.50, -0.21, 0.40], [0.03, -0.50, 0.27]]
}

=====

(3)
{
  "formula": "C6H8",
  "method": "ωB97M-V/def2-TZVPD",
  "de_lowest_kj_mol": 343.4,
  "charge": 0,
  "symbols": ["C", "C", "C", "C", "C", "C", "H", "H", "H", "H", "H", "H", "H", "H"],
  "positions_angstrom": [[-0.340, 1.710, -0.289], [0.173, 0.586, 0.542], [-0.011, -1.349, -0.331], [-0.737, -0.576, 0.808], [1.546, 0.381, 0.634], [1.408, -0.745, -0.150], [-1.148, 1.363, -0.945], [0.479, 2.109, -0.895], [-0.734, 2.491, 0.364], [0.014, -2.434, -0.237], [-0.509, -1.091, -1.283], [-1.801, -0.358, 0.662], [-0.571, -1.052, 1.779], [2.220, -1.135, -0.763]],
  "atomic_forces_ev_per_a": [[-0.03, 0.19, 0.08], [-0.20, 0.49, 0.03], [0.18, -0.24, 0.02], [0.08, 0.13, 0.04], [-0.35, -0.29, -0.38], [0.04, -0.33, -0.24], [0.07, 0.08, 0.21], [-0.17, 0.09, 0.23], [-0.08, 0.10, -0.06], [-0.19, -0.05, 0.00], [0.33, -0.12, 0.21], [0.29, -0.14, -0.10], [0.02, 0.17, -0.23], [0.00, -0.09, 0.20]]
}

=====

(4)
{
  "formula": "C8H24BeNO11",
  "method": "ωB97M-V/def2-TZVPD",
  "de_lowest_kj_mol": 959.9,
  "charge": 1,
  "symbols": ["Be", "N", "O", "O", "O", "C", "C", "O", "O", "H", "H", "H", "H", "H", "H", "C", "C", "O", "O", "H", "H", "H", "H", "H", "H", "C", "C", "O", "O", "H", "H", "H", "H", "H", "H", "C", "C", "O", "O", "H", "H", "H", "H", "H", "H"],
  "positions_angstrom": [[10.443, -12.962, -33.905], [8.773, -11.541, -31.008], [9.190, -12.209, -32.006], [7.555, -11.506, -30.879], [9.553, -11.060, -30.195], [5.992, -14.689, -31.562], [6.080, -14.206, -30.130], [5.320, -13.039, -29.863], [6.500, -13.727, -32.466], [4.952, -14.933, -31.824], [6.442, -15.681, -31.714], [7.125, -14.074, -29.824], [5.655, -14.962, -29.468], [5.825, -12.269, -30.157], [6.904, -13.035, -31.926], [10.327, -7.270, -29.704], [10.317, -7.838, -31.122], [11.331, -8.791, -31.337], [10.194, -8.331, -28.729], [9.439, -6.652, -29.574], [11.249, -6.716, -29.527], [10.590, -6.973, -31.737], [9.298, -8.065, -31.449], [11.018, -9.695, -31.245], [10.494, -9.097, -29.232], [4.773, -9.963, -31.881], [4.463, -10.539, -33.242], [4.169, -9.528, -34.235], [3.619, -9.438, -31.294], [5.547, -9.186, -31.934], [5.228, -10.802, -31.338], [3.605, -11.208, -33.203], [5.312, -11.098, -33.648], [5.063, -9.286, -34.498], [3.771, -9.165, -30.385], [10.573, -11.973, -27.082], [9.603, -10.833, -26.513], [8.671, -11.375, -25.658], [9.891, -12.751, -28.012], [10.968, -12.535, -26.240], [11.408, -11.501, -27.617], [9.200, -10.404, -27.431], [10.287, -10.194, -25.949], [7.817, -11.472, -26.093], [9.570, -12.160, -28.711]],
  "atomic_forces_ev_per_a": [[-0.90, 0.67, 1.60], [-0.10, -0.11, 0.67], [0.73, -0.96, -2.06], [0.17, 0.27, 0.05], [0.11, 0.19, -0.38], [-0.83, -0.21, -0.15], [-0.18, -0.35, 0.67], [0.24, 0.00, -0.35], [0.12, -0.31, -0.05], [-0.09, 0.56, -0.06], [0.65, 0.25, 0.25], [0.06, 0.05, -0.10], [0.10, -0.16, -0.12], [-0.18, -0.13, 0.17], [0.18, 0.23, -0.26], [-0.53, -0.99, 0.37], [0.15, 1.95, -0.05], [0.01, -0.51, -0.12], [0.12, 0.13, -0.65], [0.24, 0.36, -0.07], [-0.04, 0.06, 0.05], [0.01, -0.12, -0.17], [0.12, -0.82, 0.13], [-0.24, 0.07, 0.14], [0.14, -0.21, 0.44], [0.50, 0.03, 0.01], [-0.44, 0.49, -1.06], [0.54, -0.53, 0.73], [-0.43, -0.31, -0.06], [0.09, -0.03, -0.23], [-0.26, 0.01, 0.34], [-0.04, 0.06, 0.18], [0.10, -0.27, 0.51], [-0.30, 0.57, -0.44], [0.17, 0.02, -0.03], [0.16, 0.14, -0.53], [0.70, -0.66, -0.44], [-0.13, 0.16, 0.07], [-0.31, -0.46, 0.66], [-0.29, -0.45, -0.17], [-0.04, 0.55, 0.35], [-0.20, 0.60, 0.35], [-0.19, 0.29, -0.12], [0.03, -0.11, -0.02], [0.28, -0.02, -0.06]]
}

=====

(5)
{
  "formula": "C19H25BrN3O",
  "method": "ωB97M-V/def2-TZVPD",
  "total_energy_ev": -96663.112,
  "charge": 1,
  "smiles": "CC[N@+](C)(CCNC(=O)Nc1ccccc1Br)c1cccc(C)c1",
  "symbols": ["O", "Br", "C", "C", "C", "C", "C", "C", "C", "C", "C", "C", "C", "C", "C", "N", "N", "C", "C", "C", "C", "C", "C", "N", "H", "H", "H", "H", "H", "H", "H", "H", "H", "H", "H", "H", "H", "H", "H", "H", "H", "H", "H", "H", "H", "H", "H", "H", "H"],
  "positions_angstrom": [[-0.841, 0.609, 2.048], [2.002, 1.093, 5.092], [-0.279, -0.403, 2.450], [2.749, -2.988, 5.591], [1.660, -3.584, 4.944], [-0.713, 2.238, -4.850], [2.860, -1.602, 5.658], [0.717, -2.804, 4.294], [-0.082, 3.335, -4.247], [-0.876, 1.043, -4.127], [0.132, 2.069, -2.248], [1.883, -0.803, 5.039], [0.798, -1.395, 4.370], [0.367, 3.256, -2.961], [-0.490, 0.936, -2.787], [-0.146, -0.558, 3.817], [0.237, -1.321, 1.552], [0.991, 4.457, -2.286], [-3.031, 0.533, -1.275], [-0.290, -1.572, 0.196], [-0.076, -1.423, -2.718], [-2.234, -0.597, -1.963], [-0.211, -0.291, -0.653], [-0.786, -0.326, -2.026], [3.517, -3.605, 6.091], [1.534, -4.651, 4.886], [-1.004, 2.316, -5.888], [3.721, -1.209, 6.203], [-0.098, -3.274, 3.765], [0.074, 4.252, -4.810], [-1.400, 0.262, -4.624], [0.480, 2.155, -1.221], [-0.183, 0.328, 4.280], [0.929, -1.981, 1.943], [0.210, 5.220, -2.145], [1.439, 4.203, -1.341], [1.738, 4.912, -2.902], [-2.808, 1.524, -1.756], [-2.744, 0.564, -0.206], [-4.091, 0.287, -1.340], [-1.334, -1.908, 0.292], [0.267, -2.365, -0.276], [0.968, -1.219, -2.724], [-0.247, -2.353, -2.179], [-0.382, -1.594, -3.740], [-2.601, -0.757, -2.978], [-2.491, -1.525, -1.439], [0.837, -0.019, -0.700], [-0.674, 0.535, -0.099]],
  "atomic_forces_ev_per_a": [[-0.40, -0.33, -0.21], [0.21, -0.21, 0.14], [-0.63, 1.35, -0.84], [-0.04, -0.32, 0.31], [0.33, 0.45, -0.37], [0.72, -0.18, 0.99], [-0.21, -0.15, -0.15], [0.30, 0.90, 0.51], [-0.39, -0.32, -1.30], [-0.28, 0.75, -0.07], [0.35, -0.03, 0.99], [0.42, -0.83, 0.34], [1.44, -1.15, 0.75], [-0.14, -0.42, 0.80], [0.15, 1.71, -0.76], [-0.31, -0.66, -1.41], [1.04, -1.05, 0.66], [-0.97, -0.17, -0.16], [1.06, 0.30, -0.10], [-0.94, 0.74, 0.79], [-0.26, -1.30, -0.30], [-2.27, 0.40, -0.02], [0.36, 1.11, 1.47], [1.17, -0.19, -0.24], [-0.57, 0.37, -0.37], [0.21, -0.25, 0.15], [-0.20, -0.20, 0.05], [-0.43, 0.29, -0.30], [-0.22, 0.06, 0.04], [-0.10, -0.14, -0.01], [-0.23, -0.70, -0.29], [-0.22, -0.57, -0.01], [-0.38, 0.59, 0.00], [-0.83, 0.45, -0.57], [0.26, -0.23, 0.18], [0.07, -0.04, 0.41], [0.53, 0.17, -0.46], [-0.42, -0.93, 0.52], [-0.32, 0.20, -0.48], [0.05, 0.16, -0.07], [0.22, 0.04, -0.08], [0.34, -0.26, 0.30], [0.81, 0.31, 0.08], [-0.10, 0.07, -0.05], [-0.40, 0.38, -0.15], [0.24, 0.20, -0.07], [0.81, 0.06, -0.05], [0.25, 0.00, -0.44], [-0.02, -0.42, -0.18]]
}